Molecular formula: C5H13N
Method: DFT, the ωB97M-V functional and the def2-TZVPD basis

Geometry as XYZ:
```
19
C5H13N, DFT the ωB97M-V functional and the def2-TZVPD basis
C 1.4722 0.7867 1.0259
C 1.2132 1.7363 -0.1467
C 2.0476 1.1631 -1.3805
H 2.2852 0.0880 0.7763
H 1.9811 1.2030 1.9095
H 0.5510 0.2184 1.2340
H 0.1921 1.9254 -0.4679
H 1.6608 2.7326 0.0082
H 1.3749 0.4189 -1.8226
H 3.0064 0.7597 -1.0487
H 2.3115 1.8516 -2.1856
C -2.2005 -2.8858 0.3196
C -1.8188 -1.5866 0.1489
N -2.4966 -0.4573 0.5129
H -3.0052 -3.0113 1.0464
H -1.8070 -3.5622 -0.4332
H -1.1573 -1.3483 -0.6962
H -3.4772 -0.5076 0.7292
H -2.1333 0.4755 0.4705
```

Its spin multiplicity is 1. The relative energy (zero: lowest compared OMol25 entry of this formula, charge and spin) comes out at 192.4 kJ/mol. As for the frontier orbital gap: 9.19 eV. The value obtained for the molecular weight is 87.2 u. The LUMO energy is 1.033 eV.

---

Molecular formula: C5H13N2
Method: DFT, the ωB97M-V functional and the def2-TZVPD basis

Geometry as XYZ:
```
20
C5H13N2, DFT the ωB97M-V functional and the def2-TZVPD basis
C 0.9946 -1.6460 -0.4202
C 1.1445 -1.5565 -1.7428
C 2.9708 -1.1812 0.6695
N 1.7298 -0.8555 0.5365
H 0.3789 -2.4279 0.0571
H 1.9267 -0.8568 -2.2081
H 0.6095 -2.2576 -2.3768
H 3.7982 -0.4530 0.6290
H 3.2927 -2.1804 0.8495
C -2.3314 1.7022 1.2213
C -1.9540 0.9968 -0.0929
N -0.4061 0.9413 -0.1736
H -3.4252 1.7831 1.2488
H -2.0179 1.0783 2.1077
H -1.8879 2.7055 1.3483
H -2.2920 -0.0356 -0.0746
H -2.3420 1.4935 -1.0215
H -0.0130 1.8719 0.0303
H -0.1433 0.6220 -1.1024
H -0.0327 0.2558 0.5151
```

Its spin multiplicity is 2. The relative energy (zero: lowest compared OMol25 entry of this formula, charge and spin) comes out at 352.5 kJ/mol. As for the frontier orbital gap (spin up / spin down): 3.82 / 6.60 eV. The value obtained for the molecular weight is 101.2 u. The LUMO energy (spin up / spin down) is 0.159 / 0.075 eV.

---

Molecular formula: C5H13N2
Method: DFT, the ωB97M-V functional and the def2-TZVPD basis

Geometry as XYZ:
```
20
C5H13N2, DFT the ωB97M-V functional and the def2-TZVPD basis
C -2.1199 -1.2191 -0.0669
C -1.0166 -1.1044 0.6559
C 1.7180 -0.4783 -0.0110
C 0.0504 1.4116 -0.1112
C 0.3854 0.0163 -0.5855
N 0.0422 -0.4845 -1.7434
N 0.3326 1.5476 1.2977
H -2.5943 -2.1169 -0.2636
H -2.7162 -0.2564 -0.3479
H -0.4840 -2.0153 0.7080
H 1.5417 -1.4848 0.4597
H 2.3826 -0.5419 -0.8828
H 2.2610 0.1725 0.7528
H 0.7897 2.0508 -0.6516
H -0.8897 1.7408 -0.6284
H -0.7420 -0.4402 -2.3550
H 0.7043 -1.0804 -2.1468
H -0.6592 -0.4446 1.3073
H -0.4248 2.0511 1.8076
H 1.2355 2.0046 1.4532
```

Its spin multiplicity is 1. The relative energy (zero: lowest compared OMol25 entry of this formula, charge and spin) comes out at 439.8 kJ/mol. As for the frontier orbital gap: 8.89 eV. The value obtained for the molecular weight is 101.2 u. The charge is +1. The LUMO energy is -4.941 eV.

---

Molecular formula: C5H13N2
Method: DFT, the ωB97M-V functional and the def2-TZVPD basis

Geometry as XYZ:
```
20
C5H13N2, DFT the ωB97M-V functional and the def2-TZVPD basis
C -0.7064 0.0310 0.0954
C 0.6946 -0.3260 -0.1406
C -1.3689 1.2273 -0.5294
C -1.6648 -1.1114 0.3586
C 2.0574 0.9145 -0.7675
N 1.1793 -1.5684 -0.2009
N 0.1959 0.3109 1.2569
H -2.1117 1.6357 0.1528
H -1.8827 0.9148 -1.4346
H -0.6611 2.0052 -0.7921
H -2.6052 -0.7286 0.7471
H -1.2652 -1.8261 1.0754
H -1.8759 -1.6373 -0.5709
H 2.2990 0.5435 -1.7486
H 2.8457 0.7986 -0.0449
H 1.6114 1.8940 -0.7868
H 2.1671 -1.7290 -0.0971
H 0.5786 -2.3730 -0.1208
H 0.4339 1.2773 1.4536
H 0.0791 -0.2529 2.0945
```

Its spin multiplicity is 1. The relative energy (zero: lowest compared OMol25 entry of this formula, charge and spin) comes out at 251.8 kJ/mol. As for the frontier orbital gap: 11.37 eV. The value obtained for the molecular weight is 101.2 u. The charge is +1. The LUMO energy is -2.782 eV.

---

Molecular formula: C5H13N2
Method: DFT, the ωB97M-V functional and the def2-TZVPD basis

Geometry as XYZ:
```
20
C5H13N2, DFT the ωB97M-V functional and the def2-TZVPD basis
C 0.2726 -2.1502 -0.8614
C -0.5977 -0.9011 -1.0918
C 0.2457 0.4184 -0.8296
C 0.9567 0.6227 0.4996
C 0.1902 0.9814 1.5454
N 0.4893 1.8664 2.7996
N -1.4080 -0.7110 -2.3532
H 0.8305 -2.6773 -1.7440
H -0.3666 -3.0305 -0.6591
H 0.9706 -2.3427 0.0176
H -1.3585 -0.7327 -0.1454
H -0.5728 1.1448 -0.7570
H 0.9492 0.6052 -1.6511
H 2.0651 0.5404 0.5800
H -0.8218 0.9578 1.4738
H -0.3488 2.2167 3.2328
H 1.2428 2.6151 2.6309
H 0.6480 1.3221 3.6092
H -2.2485 -1.2492 -2.2153
H -0.9633 -1.2852 -3.0701
```

Its spin multiplicity is 1. The relative energy (zero: lowest compared OMol25 entry of this formula, charge and spin) comes out at 423.8 kJ/mol. As for the frontier orbital gap: 8.94 eV. The value obtained for the molecular weight is 101.2 u. The charge is +1. The LUMO energy is -4.031 eV.

---

Molecular formula: C5H13N2
Method: DFT, the ωB97M-V functional and the def2-TZVPD basis

Geometry as XYZ:
```
20
C5H13N2, DFT the ωB97M-V functional and the def2-TZVPD basis
C -0.1218 -1.8507 -0.3244
C 1.0522 0.2106 -0.3530
C -0.7150 0.4006 0.4141
C 2.0773 0.9784 0.4602
C -1.5803 0.9417 -0.6068
N 1.1212 -1.1811 -0.3908
N -1.0045 -1.0236 0.6429
H -0.5833 -1.7323 -1.2425
H -0.0443 -2.8884 0.1217
H 0.8534 0.5746 -1.3999
H -0.5572 0.9720 1.2554
H 1.4384 1.6867 1.0889
H 2.8803 1.4247 -0.1390
H 2.4388 0.1730 1.0643
H -2.5191 1.1779 -0.3006
H -1.5909 0.0933 -1.4468
H -1.1112 1.8831 -0.9722
H 1.8730 -1.5712 0.2919
H -1.9573 -1.2989 0.5201
H -0.6032 -1.5012 1.5634
```

Its spin multiplicity is 1. The relative energy (zero: lowest compared OMol25 entry of this formula, charge and spin) comes out at 333.0 kJ/mol. As for the frontier orbital gap: 10.03 eV. The value obtained for the molecular weight is 101.2 u. The charge is +1. The LUMO energy is -3.445 eV.

---

Molecular formula: C5H13N2
Method: DFT, the ωB97M-V functional and the def2-TZVPD basis

Geometry as XYZ:
```
20
C5H13N2, DFT the ωB97M-V functional and the def2-TZVPD basis
C 2.4152 0.2003 -0.9079
C 2.0665 -0.2588 0.5023
C 0.6429 0.0426 0.9534
C -0.2962 -0.4334 -0.1185
N -0.6989 0.3404 -1.1279
C -1.7477 0.5579 0.0398
N -2.1619 -0.0061 1.2362
H -1.9091 1.6011 -0.0910
H 2.0552 1.2395 -0.8901
H 3.4720 0.2042 -1.1879
H 2.3209 -1.3167 0.6990
H 2.8573 0.0697 1.2653
H 0.4043 1.0977 1.1050
H 0.2841 -0.3994 1.8689
H 2.0310 -0.4867 -1.6844
H -0.4578 -1.5052 -0.2754
H -2.1618 -1.5359 -3.2822
H -2.6006 -0.4140 0.1508
H -2.8850 0.5191 1.7218
H -1.6676 -2.0864 -3.1246
```

Its spin multiplicity is 1. The relative energy (zero: lowest compared OMol25 entry of this formula, charge and spin) comes out at 999.4 kJ/mol. As for the frontier orbital gap: 8.10 eV. The value obtained for the molecular weight is 101.2 u. The charge is +1. The LUMO energy is -6.384 eV.

---

Molecular formula: C5H13N2
Method: DFT, the ωB97M-V functional and the def2-TZVPD basis

Geometry as XYZ:
```
20
C5H13N2, DFT the ωB97M-V functional and the def2-TZVPD basis
C 0.9973 1.0647 -1.1973
C 0.7413 -0.4472 -1.0343
C -0.0310 -0.9060 0.2060
C -1.3705 -0.6902 0.3810
N -1.6668 0.7617 0.5541
C 0.5634 -2.0395 0.9873
N 0.7352 1.7999 0.0577
H 0.2709 1.5577 -1.8410
H 1.9626 1.2127 -1.6370
H 1.6345 -1.0464 -1.2003
H 0.0401 -0.6806 -1.8320
H -2.2113 -1.3474 0.2396
H -1.6655 1.0623 1.5247
H -2.5478 1.0174 0.1187
H 1.3220 -1.5660 1.6201
H 1.0706 -2.8505 0.4485
H -0.1463 -2.5108 1.6734
H 1.4396 1.6950 0.7728
H -0.7583 1.3068 0.1904
H 0.7222 2.8058 -0.0969
```

Its spin multiplicity is 1. The relative energy (zero: lowest compared OMol25 entry of this formula, charge and spin) comes out at 345.7 kJ/mol. As for the frontier orbital gap: 8.75 eV. The value obtained for the molecular weight is 101.2 u. The charge is +1. The LUMO energy is -3.933 eV.

---

no.,maximum force (Eh/bohr)
1,0.0620
2,0.1062
3,0.0981
4,0.0961
5,0.0740
6,0.0897
7,0.0928
8,0.0513